77
Properties=species:S:1:pos:R:3:forces:R:3 method="wB97M-V/def2-TZVPD" lumo_ev="-11.278 / -14.848" orbital_gap_ha="0.292 / 0.162" multiplicity=5 total_charge=+4 e_tot_ha=-2536.0428 homo_energy_ev="-19.22 / -19.26"
Pd -0.131727 0.202026 0.589109 -0.7 0.8 -0.1
C 1.356175 2.023138 -1.516929 0.0 0.0 0.0
C 0.128926 2.828589 -1.185491 0.0 0.0 0.0
O -0.331143 2.412313 0.125459 0.1 0.0 0.0
C -1.666946 2.873597 0.428919 0.0 0.0 0.0
C -2.688628 1.887485 -0.071827 0.0 0.0 0.0
O -2.342314 0.591842 0.475117 -0.1 0.0 0.1
C -3.042119 -0.509092 -0.147706 0.0 0.0 0.0
C -2.398690 -0.866888 -1.464650 0.0 0.0 0.0
O -1.016597 -1.131966 -1.177227 0.2 -0.1 0.0
C -0.157155 -1.239996 -2.317810 0.0 0.0 0.0
C 0.419725 0.110162 -2.680773 0.0 0.0 0.0
O 1.047890 0.621497 -1.496984 0.1 -0.2 0.1
H 2.120798 2.170265 -0.754017 0.0 0.0 0.0
H 1.769306 2.319992 -2.482534 0.0 0.0 0.0
H -0.668643 2.669870 -1.914809 0.0 0.0 0.0
H 0.362702 3.894167 -1.152259 0.0 0.0 0.0
H -1.824026 3.860207 -0.008383 0.0 0.0 0.0
H -1.726341 2.968663 1.506839 0.0 0.0 0.0
H -2.706302 1.836458 -1.162108 0.0 0.0 0.0
H -3.684804 2.162220 0.280371 0.0 0.0 0.0
H -4.094447 -0.251170 -0.274178 0.0 0.0 0.0
H -2.969290 -1.339018 0.554063 0.0 0.0 0.0
H -2.478714 -0.059411 -2.196762 0.0 0.0 0.0
H -2.873316 -1.757517 -1.881970 0.0 0.0 0.0
H -0.689457 -1.680395 -3.162219 0.0 0.0 0.0
H 0.644991 -1.918708 -2.024732 0.0 0.0 0.0
H -0.359647 0.795724 -3.025073 0.0 0.0 0.0
H 1.157111 0.003872 -3.479688 0.0 0.0 0.0
C -0.909082 1.902100 3.639403 0.0 0.0 0.0
P 0.084314 0.575499 2.931735 0.1 -0.2 -0.1
C 1.790206 0.955003 3.386167 0.0 0.0 0.0
C -0.383319 -0.913477 3.845046 0.0 0.0 0.0
H -0.755452 1.892421 4.721330 0.0 0.0 0.0
H -1.969088 1.750133 3.439039 0.0 0.0 0.0
H -0.585261 2.870178 3.259979 0.0 0.0 0.0
H 1.851663 1.082473 4.469334 0.0 0.0 0.0
H 2.107087 1.883255 2.910042 0.0 0.0 0.0
H 2.458834 0.152144 3.078132 0.0 0.0 0.0
H -0.204914 -0.752090 4.910642 0.0 0.0 0.0
H 0.204438 -1.773345 3.518238 0.0 0.0 0.0
H -1.442196 -1.127148 3.697673 0.0 0.0 0.0
S 1.828169 -2.034893 0.874950 0.3 -0.5 0.0
Sb 3.365318 -3.686049 1.738352 -0.1 0.2 -0.1
C 3.169335 -5.526105 0.671100 -0.1 -0.1 0.0
C 2.841557 -6.698301 1.307481 0.0 0.0 0.1
C 2.841335 -7.955927 0.588063 0.0 -0.1 0.0
C 3.201350 -8.024946 -0.760036 0.0 0.0 0.0
C 3.552895 -6.861422 -1.395292 0.0 -0.1 0.0
C 3.549089 -5.615130 -0.682343 0.0 0.1 0.0
C 2.694928 -3.884861 3.683038 0.0 0.0 0.1
C 1.615690 -4.715925 3.998223 0.0 0.1 0.0
C 1.240019 -4.843175 5.325539 0.0 0.0 0.0
C 1.925760 -4.142518 6.313752 0.0 0.0 0.0
C 2.978891 -3.296339 5.985766 0.0 0.0 0.0
C 3.372233 -3.154523 4.663248 0.0 -0.1 0.0
C 5.302003 -3.011733 1.491370 0.1 0.1 0.0
C 5.638953 -2.265551 0.361719 0.0 0.0 0.0
C 6.954881 -1.861482 0.204295 0.0 0.0 0.0
C 7.906642 -2.199242 1.160962 0.0 0.0 0.0
C 7.556957 -2.944771 2.279939 0.0 0.0 0.0
C 6.246454 -3.363331 2.456944 0.0 -0.1 -0.1
H 2.604618 -6.734978 2.364560 0.0 0.0 0.0
H 2.553772 -8.854485 1.122911 0.0 0.0 0.0
H 3.205143 -8.975656 -1.276919 0.0 0.0 0.0
H 3.850422 -6.860923 -2.436880 0.0 0.0 0.0
H 3.883240 -4.735615 -1.223628 0.0 0.0 0.0
H 1.057103 -5.241659 3.232211 0.0 0.0 0.0
H 0.416083 -5.491113 5.593494 0.0 0.0 0.0
H 1.634963 -4.257876 7.349797 0.0 0.0 0.0
H 3.503399 -2.756450 6.762979 0.0 0.0 0.0
H 4.201203 -2.501612 4.415101 0.0 0.0 0.0
H 4.898100 -1.986311 -0.379887 0.0 0.0 0.0
H 7.242111 -1.281295 -0.662181 0.0 0.0 0.0
H 8.932158 -1.879788 1.030860 0.0 0.0 0.0
H 8.306191 -3.204442 3.015739 0.0 0.0 0.0
H 5.987832 -3.962738 3.322469 0.0 0.0 0.0